Entry 1:
ORCA calculation (ωB97M-V/def2-TZVPD) on C25H31Br2FNO6P in the gas phase in a non-equilibrium geometry.

```
67
Properties=species:S:1:pos:R:3
Br 5.24 2.14 1.99
Br 3.71 -1.42 3.40
P 2.56 -1.55 -4.45
F -0.73 1.51 -4.04
O 3.95 3.33 4.07
O -6.59 -0.17 -0.31
O 1.95 -2.67 -1.74
O 0.67 2.27 -1.65
O 0.15 1.04 -5.97
O 3.97 -1.31 -4.82
N 3.15 -2.71 0.78
C 1.52 2.82 0.93
C 1.61 1.47 -4.13
C 3.82 2.46 3.30
C 0.09 3.07 1.50
C 2.22 -5.01 0.77
C 2.06 -1.47 -1.68
C 2.63 1.53 3.26
C -6.93 -0.93 -1.44
C 2.48 0.75 1.98
C -2.32 -0.03 1.36
C 1.82 0.63 -0.36
C 1.69 0.60 -2.89
C 1.33 1.26 -1.61
C -1.52 1.17 0.83
C 2.22 -0.73 -0.40
C -5.33 -0.54 0.25
C -3.67 0.36 1.95
C 2.89 -0.59 1.92
C 2.05 -0.69 -2.94
C 2.74 -1.35 0.74
C -4.73 0.69 0.90
C 2.10 -3.61 1.34
C -0.72 1.84 1.93
C 0.31 1.32 -4.84
C 1.93 1.37 0.83
H 1.66 -5.70 1.39
H 1.12 -3.22 1.06
H -0.11 1.11 2.46
H -5.50 -1.34 0.97
H -2.24 1.90 0.45
H 2.43 1.21 -4.79
H 0.18 3.72 2.36
H -1.73 -0.57 2.09
H 2.21 -2.88 -4.21
H 2.19 -3.60 2.42
H -3.58 1.17 2.67
H 2.74 0.89 4.12
H 1.75 2.51 -3.84
H 3.26 -5.34 0.74
H -7.99 -0.76 -1.64
H 1.64 -1.09 -5.41
H 1.79 -5.05 -0.22
H -6.78 -2.00 -1.29
H 2.22 3.33 1.58
H -6.37 -0.62 -2.32
H -4.04 -0.49 2.53
H 1.76 2.16 3.41
H -5.55 1.23 1.37
H -0.48 3.61 0.74
H -1.45 2.19 2.66
H -4.69 -0.93 -0.54
H -4.31 1.31 0.12
H 1.62 3.30 -0.03
H -0.90 0.84 0.01
H 3.35 -3.03 -0.16
H -2.51 -0.71 0.53
```

## Properties
- F_max (Eh/bohr) = 0.02644
- energy (Ha) = -7066.6801
- structure (SMILES) = CCNc1c(Br)c(CC(=O)Br)c(CCCCCCCCOC)c2c1C(=O)C([PH2]=O)=C(CC(=O)F)C2=O
- Kohn-Sham gap (Ha) = 0.2670

---

Entry 2:
ORCA calculation (ωB97M-V/def2-TZVPD) on a molecular structure, C25H31BrCrO3Te.

```
62
Properties=species:S:1:pos:R:3
Te 0.00 -2.35 -0.34
Br 0.44 -0.43 -3.73
Cr -0.37 0.25 -1.56
O -2.58 1.66 0.16
O -2.68 -0.96 -0.55
O -2.41 0.51 -2.75
C 4.41 -3.25 1.57
C 0.78 1.68 2.45
C 1.90 -2.63 0.49
C 0.47 4.55 -1.42
C 0.43 0.73 0.26
C 0.59 0.56 1.60
C 0.20 3.41 -2.22
C -3.05 -0.58 0.77
C 4.30 -2.52 0.40
C -3.73 -1.04 -1.50
C 0.43 2.07 -0.24
C -3.51 0.86 0.85
C 3.07 -2.19 -0.16
C 0.16 2.18 -1.63
C -3.13 -0.69 -2.85
C 1.99 -3.35 1.70
C -3.15 1.69 -2.97
C 0.78 -3.81 2.47
C -2.85 3.04 0.30
C 0.67 4.46 -0.06
C 5.76 -3.61 2.12
C 0.82 2.96 1.96
C 3.24 -3.64 2.21
C 0.64 3.20 0.58
C 3.04 -1.36 -1.40
H 6.39 -2.73 2.23
H 0.99 3.79 2.63
H 0.25 -4.60 1.95
H -3.87 3.28 -0.05
H -4.52 1.00 0.43
H -3.92 -0.62 -3.60
H -2.47 2.53 -2.83
H -3.98 1.78 -2.26
H 0.86 5.35 0.52
H -3.84 -1.24 1.15
H 5.20 -2.18 -0.10
H -2.42 -1.46 -3.17
H 2.47 -1.84 -2.20
H 2.55 -0.40 -1.21
H -4.53 -0.34 -1.24
H 0.07 -3.00 2.63
H 6.28 -4.30 1.45
H 3.31 -4.19 3.15
H 1.09 -4.19 3.45
H -2.12 3.58 -0.30
H 0.01 3.54 -3.28
H 0.51 5.53 -1.89
H -2.77 3.35 1.35
H -2.16 -0.71 1.37
H 5.67 -4.09 3.10
H 0.60 -0.43 2.05
H 0.91 1.51 3.51
H 4.05 -1.17 -1.76
H -3.57 1.14 1.91
H -4.15 -2.05 -1.52
H -3.55 1.71 -3.99
```

## Properties
- <S²> = 6.137
- 2S+1 = 5
- F_max (Eh/bohr) = 0.01432
- energy (Ha) = -5083.3496
- Kohn-Sham gap (alpha / beta) (Ha) = 0.2535 / 0.2095

---

Entry 3:
ORCA calculation (ωB97M-V/def2-TZVPD) on a molecular structure, C25H31BrN4O4S4W.

```
70
Properties=species:S:1:pos:R:3
W 0.05 -0.84 -0.04
Br -3.27 0.26 1.46
S -0.44 1.68 -0.02
S 1.27 -3.40 0.26
S 0.58 2.89 -2.72
S 1.30 4.30 0.62
O 2.40 -0.67 -3.36
O 1.66 -2.02 0.79
O 1.10 -4.39 1.25
O 0.04 -2.98 -0.49
N -1.76 -1.37 -1.21
N -0.92 -1.24 2.06
N 0.56 -0.53 -1.99
N 1.95 0.26 0.01
C 1.25 4.51 -2.23
C -2.18 -0.94 2.44
C -3.84 -2.51 -1.50
C -0.78 2.57 1.51
C 0.79 5.14 -0.92
C 3.96 0.54 -1.23
C -0.71 -2.54 4.11
C -2.77 -1.45 3.58
C 1.89 -0.41 -2.30
C 3.83 1.25 1.06
C -1.65 -1.25 -2.55
C -1.19 3.05 -2.36
C -0.34 -0.78 -3.09
C -0.22 -2.00 2.94
C -1.72 2.17 -1.20
C 4.57 1.10 -0.11
C -3.79 -2.28 -2.87
C -2.04 -2.27 4.42
C -2.67 -1.66 -3.40
C 0.18 -3.38 4.97
C 2.50 -3.89 -0.89
C 2.65 0.14 -1.13
C 2.52 0.81 1.08
C -2.81 -2.05 -0.72
C -0.29 4.03 1.44
H 5.60 1.43 -0.15
H -0.37 -3.78 5.83
H -2.17 1.25 -1.58
H 2.37 -4.95 -1.07
H 1.21 6.15 -0.88
H -4.59 -2.61 -3.52
H -3.79 -1.18 3.81
H -0.24 2.02 2.28
H -2.80 -2.26 0.34
H 2.40 -3.31 -1.80
H -4.65 -3.06 -1.05
H -0.20 4.39 2.46
H -1.84 2.53 1.76
H -2.50 -2.68 5.31
H -0.29 5.26 -0.89
H 4.26 1.69 1.94
H 4.48 0.41 -2.17
H 1.04 5.22 -3.03
H -1.04 4.65 0.96
H 2.33 4.35 -2.23
H 1.02 -2.80 5.35
H 0.06 -1.53 -3.77
H -0.47 0.13 -3.70
H 0.58 -4.22 4.41
H -2.51 2.68 -0.64
H 0.81 -2.19 2.67
H 3.47 -3.71 -0.42
H -2.56 -1.52 -4.47
H 1.92 0.88 1.98
H -1.41 4.10 -2.17
H -1.74 2.78 -3.26
```

## Properties
- <S²> = 2.013
- total charge = +2
- 2S+1 = 3
- F_max (Eh/bohr) = 0.01286
- energy (Ha) = -5724.6581
- Kohn-Sham gap (alpha / beta) (Ha) = 0.2599 / 0.2525

---

Entry 4:
ORCA calculation (ωB97M-V/def2-TZVPD) on a molecular structure, C25H31CdClN2OSb in a non-equilibrium geometry.

```
62
Properties=species:S:1:pos:R:3
Sb 0.72 0.67 1.24
Cd -1.55 -0.08 -0.24
Cl 3.16 3.21 -4.28
O -1.69 1.54 -1.47
N -0.85 -1.11 -1.97
N -2.98 -1.83 -0.48
C -0.19 -1.69 2.94
C -2.46 -2.74 -1.35
C -0.32 3.21 -2.34
C 1.14 -1.06 2.56
C -3.09 -4.00 -1.55
C 1.47 1.34 -3.32
C -1.37 -4.61 -3.12
C -4.13 -2.08 0.11
C 3.61 0.43 0.09
C -0.09 2.14 2.69
C 0.80 3.62 -3.01
C 2.73 2.79 0.16
C -0.60 1.83 -2.09
C 1.95 -0.71 3.79
C -1.29 -2.41 -2.10
C 0.98 2.88 3.47
C 0.33 0.87 -2.63
C -0.76 -3.36 -2.96
C -1.02 3.09 1.94
C -4.31 -4.24 -0.88
C -2.52 -4.92 -2.44
C -4.84 -3.27 -0.07
C 1.72 2.67 -3.48
C 0.09 -0.53 -2.66
C 2.78 1.44 0.87
H 3.19 1.56 1.88
H -1.05 3.92 -2.00
H 2.12 3.50 0.73
H 4.65 0.74 0.09
H 0.71 -1.10 -3.36
H 1.68 2.18 3.93
H -3.01 -5.87 -2.60
H -0.80 -1.92 2.06
H 0.13 -3.15 -3.53
H 2.32 2.70 -0.84
H 1.38 -0.06 4.46
H -5.78 -3.41 0.43
H -0.94 -5.32 -3.81
H -4.52 -1.30 0.76
H -4.82 -5.18 -1.04
H 2.88 -0.21 3.54
H 1.71 -1.75 1.94
H 1.53 3.56 2.83
H 3.56 -0.56 0.54
H 0.98 4.67 -3.17
H -1.47 3.79 2.64
H -1.82 2.54 1.43
H 2.16 0.62 -3.74
H 2.19 -1.62 4.34
H -0.47 3.66 1.20
H -0.69 1.53 3.38
H -0.02 -2.62 3.48
H 3.28 0.38 -0.95
H 0.52 3.46 4.26
H -0.76 -1.03 3.60
H 3.74 3.19 0.09
```

## Properties
- total charge = +1
- F_max (Eh/bohr) = 0.03107
- energy (Ha) = -2023.9559
- Kohn-Sham gap (Ha) = 0.2478